Record 1
{
  "formula": "C50H121BF6N12O23S2",
  "method": "ωB97M-V/def2-TZVPD",
  "gap_ev": 7.6,
  "energy_ev": -157437.4959,
  "homo_ev": -4.35,
  "multiplicity": 1,
  "charge": -2,
  "species": ["H", "H", "H", "H", "H", "C", "H", "H", "C", "H", "H", "H", "H", "H", "N", "H", "H", "H", "H", "H", "C", "H", "H", "O", "H", "H", "C", "C", "F", "H", "N", "H", "H", "H", "C", "H", "C", "H", "H", "C", "O", "H", "N", "H", "H", "O", "C", "C", "H", "C", "C", "H", "H", "H", "O", "C", "H", "H", "O", "H", "C", "C", "H", "F", "F", "H", "C", "O", "S", "H", "H", "N", "O", "N", "H", "C", "N", "H", "H", "C", "H", "C", "C", "H", "H", "C", "H", "C", "C", "H", "O", "H", "H", "H", "H", "C", "C", "C", "B", "H", "C", "H", "H", "H", "C", "C", "O", "H", "H", "H", "H", "H", "O", "H", "H", "H", "H", "H", "H", "C", "C", "H", "O", "H", "N", "H", "C", "C", "N", "H", "S", "H", "N", "O", "H", "H", "H", "C", "H", "H", "C", "F", "H", "H", "H", "C", "C", "H", "H", "C", "F", "O", "C", "H", "C", "C", "C", "C", "H", "O", "H", "H", "H", "H", "O", "H", "H", "O", "H", "C", "C", "H", "H", "H", "H", "O", "C", "C", "H", "H", "H", "H", "O", "N", "N", "O", "H", "H", "C", "C", "H", "H", "O", "H", "O", "H", "H", "H", "H", "O", "H", "F", "H", "H", "C", "H", "H", "H", "N", "O", "H", "H", "H", "H", "H"],
  "coordinates": [[4.41783, 5.79652, -6.14257], [2.75714, -1.15631, 2.26557], [1.46675, -3.93010, 1.89034], [-1.99358, -1.53819, -5.35358], [-5.73384, 1.14526, 3.97137], [-6.37168, 0.60405, -2.54677], [-2.12012, 2.40579, -4.48217], [5.76535, 5.06005, -4.17050], [-1.26474, -2.06590, -4.74583], [0.18624, -0.43438, -4.84719], [1.19666, -3.25340, -0.50917], [7.85087, 7.30286, -1.61810], [-1.69587, -4.74311, -1.84443], [-7.74941, -1.98451, 0.60869], [0.52428, -1.89691, -6.37529], [6.74194, 4.63650, -1.80310], [1.53958, -1.97260, -6.41804], [-4.49617, -4.80998, -4.33607], [-3.54941, -3.67181, -3.54416], [4.37575, 3.74167, 0.16772], [-4.12910, -1.88259, 3.54633], [-0.11346, 0.88199, 7.05550], [4.33122, 4.86655, 1.57151], [-0.27907, -4.53539, 6.78457], [-6.36117, -0.86834, 0.25039], [0.84415, -0.13656, 4.33312], [4.71806, 4.75731, -4.31094], [0.51759, 0.28626, 6.38441], [0.77201, -6.78254, 4.23188], [1.87038, -1.62378, -0.16700], [-0.37274, 5.33993, -4.11022], [-1.17083, -3.14263, -4.92726], [8.64547, 4.17267, -0.15485], [-0.09062, -1.54630, 1.63570], [4.99903, 7.92503, -5.47467], [7.56229, 6.46707, -2.90520], [4.71751, 3.41710, -5.09158], [-0.51735, 4.28669, 0.74828], [-4.53728, -0.86641, 3.66877], [-1.32922, 3.11991, -4.74678], [-3.65477, -5.64611, 4.24668], [0.08058, -0.76332, 8.68473], [-3.12606, -7.02412, -3.89463], [-3.59045, -1.93807, 2.60174], [1.24806, -6.65745, -1.91874], [6.45550, -1.59129, -1.74053], [7.16587, 5.43410, -1.19082], [4.04563, 5.85151, -5.11424], [3.85728, 2.77333, -4.90718], [-1.18119, 4.15669, -3.64372], [4.19932, 4.77433, 0.48842], [7.06682, 2.19500, -2.43936], [-3.90895, -3.32563, 8.98334], [-7.31516, 0.20389, -2.92239], [0.36830, -1.07784, 6.61802], [0.62465, -6.67065, 5.50083], [-5.46883, 2.53944, 2.88443], [7.55303, 0.74154, -1.51402], [0.02028, 0.58660, -2.24689], [-1.62401, -2.02071, -3.70984], [-1.92734, -1.68913, -0.61502], [0.61048, 2.02604, 4.58248], [2.88959, -0.13356, -4.89674], [1.75308, -6.19514, 5.98705], [0.46668, -7.86670, 5.99980], [-5.28004, -2.76888, 5.51535], [-6.77004, -1.61054, 0.93232], [-2.31604, -2.73472, -0.35576], [-0.87068, -5.57667, 5.99574], [-0.48942, -3.08745, 1.74249], [-4.56792, 3.15200, -3.34063], [4.64284, 1.74331, -2.02131], [2.30337, -2.39496, 3.84419], [-8.13494, 2.29115, 3.00210], [4.35122, 3.61430, -2.68248], [-2.60420, -5.66238, -3.53119], [0.19841, -2.42065, 2.05510], [-4.90200, -2.01653, 8.36928], [-5.89617, 4.11733, 0.05428], [-4.57499, -3.04068, 8.16873], [-8.11875, -0.24585, 3.46455], [0.39581, -6.00639, -1.73364], [3.09590, -0.86674, -4.11881], [-7.96156, 2.28073, 4.01121], [0.19675, -5.82373, -0.67297], [-2.83510, -0.45643, -0.70098], [-1.77722, 0.79124, 5.13795], [-1.85146, -5.75600, -2.23263], [1.50152, -2.86419, 1.65026], [-0.38449, 2.57001, -4.81545], [-0.69812, -1.33567, -0.92770], [-6.55821, 0.72438, -1.47499], [2.95726, 5.74516, -5.05453], [9.02608, 5.91018, -0.18443], [-4.02071, 1.50303, -2.78164], [-5.91284, 3.76269, -0.97614], [-0.23564, 3.70937, -0.13479], [2.59568, -2.23399, 2.47135], [-0.65798, 0.12827, -0.99545], [-0.89008, 5.75739, -4.89548], [-3.82270, -4.74246, -3.48749], [4.13889, -1.14254, -4.06595], [-1.62519, 3.50809, -5.72110], [6.60384, 4.89064, 0.81517], [0.24602, 0.56260, 4.91839], [3.44073, -2.57687, 4.65470], [-3.43450, -2.40517, 4.62676], [0.23969, 2.68109, 5.38590], [0.73310, -5.01771, -2.11923], [-5.05272, -2.46704, 3.37261], [3.66499, 1.55286, -2.31383], [0.49448, -2.34745, 8.25132], [-6.83547, -1.07464, 2.22155], [1.68006, 2.26706, 4.51621], [-2.78478, 2.75036, -1.41611], [-1.88958, -2.87780, 7.90650], [-2.51609, -6.28774, -1.54440], [1.00650, -1.77584, -3.02704], [5.37754, 8.82963, -5.00871], [0.69816, -1.31350, 7.94498], [-5.76650, 1.49534, 2.93167], [5.49105, -0.39741, -0.46366], [-1.96709, -7.41554, 3.96580], [-5.04597, 0.86213, 2.40423], [-3.44275, 3.42403, -1.03923], [-6.13256, -2.48326, 1.04338], [-4.26083, -2.38698, 5.71745], [6.98275, 1.11430, -2.37320], [-2.40520, -2.41520, 7.14711], [4.86850, 3.56710, -6.16953], [-2.31293, -6.02731, 3.87658], [-5.40178, -3.74791, 8.06547], [-1.11026, 0.22434, 4.59860], [0.22625, 0.67155, 0.07914], [2.76617, -0.60727, -3.11326], [7.24590, -2.91069, -2.94076], [5.86446, 7.39250, -5.90428], [-2.31457, -5.44762, 2.09839], [-3.53569, -4.16268, 6.67743], [0.84987, 3.52801, -0.10236], [5.53097, 0.58696, -2.30078], [-2.67191, -4.18690, 1.97540], [-3.35436, -7.51754, -3.02718], [-5.83685, 4.61629, -1.65784], [4.43073, -1.27167, -1.55573], [-4.78829, 2.29306, -2.69388], [0.13837, -1.51828, -4.96353], [6.60404, 6.55006, 0.57656], [5.45891, -2.54870, -3.27627], [-0.48180, 3.54376, -2.45748], [-1.10411, -5.54344, 1.53749], [2.16048, 1.75310, 0.16729], [1.08525, 1.32190, -1.94768], [-4.46674, -1.33607, 6.01671], [6.45077, -2.18287, -3.01032], [-3.67788, -3.10672, 6.90521], [6.31732, 5.62371, 0.03995], [1.81551, -2.65937, 0.16447], [5.54970, 2.83031, -4.68785], [-1.79523, -6.42859, 6.67867], [-5.58504, -0.13169, -2.72568], [4.20047, -1.77933, 4.53063], [0.61129, 3.52627, -2.64769], [-7.97067, 3.25475, 2.73921], [1.82393, 1.87321, -2.72482], [3.08263, 4.59427, -3.12821], [-4.34439, -4.82069, -2.52653], [4.97767, 5.67245, -0.25841], [3.19039, -2.62158, 5.71395], [5.36596, -0.70863, -1.51661], [-7.78510, -0.05719, 2.43856], [-6.86167, 3.26522, -1.19349], [5.29936, 0.38070, -3.36064], [-2.15915, 4.54480, -3.35244], [-7.18143, 1.66778, 1.30953], [2.46658, -2.12106, -4.43245], [1.25326, 1.31721, -0.42809], [1.13240, -2.23201, -4.02713], [3.91700, -3.54883, 4.40557], [-3.32948, 3.55065, -0.04354], [1.76579, -1.13639, 8.16246], [-8.61563, -0.10970, 1.72870], [-2.01938, 0.59031, -0.83128], [4.09124, 4.57573, -2.98192], [-1.29236, -4.97013, 4.53463], [-6.02837, 1.79312, -3.15039], [7.48733, 0.74820, -3.27488], [3.16375, 4.97060, 0.21126], [-7.17261, 1.33095, 2.35735], [8.59281, 5.08763, -0.75653], [4.61238, 1.89620, -1.00843], [-2.04065, -5.35621, -4.41970], [-4.01322, -0.41257, -0.66765], [0.20842, 2.27044, 3.59795], [-0.64070, 4.36962, -1.32070], [-2.48795, -1.48683, 7.57600], [0.18870, -2.83838, -6.56857], [-0.78976, 2.75566, -0.02214], [1.57274, 0.56221, 6.53979], [-0.70509, -6.48038, -2.47465], [0.41154, 4.92315, -4.64075], [-3.19253, -6.19942, 1.43102], [6.70318, -1.42023, -3.76078], [-2.41436, -7.63197, -4.29700], [-4.78007, 2.81583, -1.27503], [2.83419, -3.06987, 0.00729], [-0.76592, 2.48937, -2.29302], [-1.35476, 0.48692, 3.64135], [7.11776, 6.68193, -1.99899], [4.34514, 7.11057, -4.57147], [0.94737, -3.29984, -3.90021], [-4.74443, 1.92867, -0.62432], [9.18703, 4.83231, -1.64168], [3.57593, -2.68979, 2.24025], [4.33276, 8.19366, -6.30809]]
}

***

Record 2
{
  "formula": "C17H16N2O5Pb",
  "method": "ωB97M-V/def2-TZVPD",
  "de_lowest_kcal_mol": 222.8,
  "gap_ev": [4.8, 5.3],
  "energy_ev": -36325.2265,
  "homo_ev": [-13.33, -13.47],
  "multiplicity": 1,
  "charge": 2,
  "species": ["H", "C", "H", "Pb", "H", "O", "H", "C", "N", "C", "C", "H", "H", "C", "C", "C", "C", "C", "H", "H", "H", "C", "O", "O", "C", "H", "C", "H", "C", "C", "H", "C", "H", "O", "N", "C", "C", "O", "H", "H", "H"],
  "coordinates": [[3.45469, 1.68677, 5.59191], [-3.14416, -2.00520, 4.15633], [4.26938, 1.15432, 4.12279], [-0.00699, 0.03255, -0.07730], [2.61308, 0.65562, 2.22235], [0.00366, -3.26118, 0.23507], [-1.18455, 0.52258, 6.35256], [-2.10142, 0.00088, -0.02929], [0.28068, -0.45545, 4.30479], [2.35550, 0.37165, 4.41637], [0.69478, -0.21615, 3.04186], [1.40423, 0.75158, 7.01664], [-3.51306, -0.03418, 6.91274], [0.00138, -0.70368, -2.34042], [-1.81452, -1.70950, 3.84489], [-1.70368, -0.21334, 5.74163], [-1.08800, -0.82484, 4.65121], [2.04147, 0.33940, 3.06809], [-0.94807, -1.26911, -2.38804], [0.94693, 1.26881, -2.38907], [4.11243, 0.03798, 5.47586], [-3.76161, -1.41449, 5.26715], [-0.00519, 3.27048, 0.21981], [-0.14231, -0.47773, 2.13660], [2.09741, 0.00064, -0.04529], [-1.36939, -2.18167, 2.96762], [3.61450, 0.83688, 4.93511], [0.95220, -1.26588, -2.38814], [0.00640, -2.12160, 0.07269], [-0.00113, 0.70356, -2.33638], [-3.71384, -2.70285, 3.53486], [-3.03546, -0.51732, 6.05406], [2.18187, -0.83070, 6.84720], [-3.27068, -0.00800, -0.00574], [1.30254, -0.08792, 5.12725], [1.31473, -0.23806, 6.56538], [-0.00773, 2.10385, 0.13493], [3.27313, 0.00631, -0.01064], [-4.80373, -1.64287, 5.51150], [0.42894, -0.73888, 6.94842], [-0.95191, 1.26512, -2.38895]]
}